#A
Molecular formula: C5H10NO
Method: DFT, ωB97M-V with the def2-TZVPD basis set

Structure (XYZ):
```
17
Properties=species:S:1:pos:R:3
C 1.41075 -1.31267 -0.40260
C 1.51964 -0.81658 0.76014
C -1.45558 3.02299 -0.88512
C 0.16774 -2.90636 1.12323
C -0.27189 2.11445 -0.58851
N 0.27950 -1.54960 0.51056
O -0.33695 1.01996 -0.06631
H 1.65467 -1.46636 -1.53204
H 1.93526 -0.29023 1.68533
H -1.51455 3.41016 -1.94021
H -1.35806 3.95617 -0.32149
H -2.54152 2.66312 -0.49932
H -0.87063 -3.20370 1.36692
H 0.64776 -2.96132 2.02622
H 0.71001 -3.51167 0.50854
H 0.59515 2.61214 -1.04323
H -0.65739 -0.92280 0.43142
```

* net charge: +1
* LUMO energy: -3.3192 eV

Here are the Mulliken charges for atoms 1 to 8, given in e: C -0.205; C 0.013; C -0.984; C -0.920; C 0.190; N -0.132; O -0.478; H 0.332

#B
Molecular formula: C5H10NO
Method: DFT, ωB97M-V with the def2-TZVPD basis set

Structure (XYZ):
```
17
Properties=species:S:1:pos:R:3
O 2.18084 0.26751 0.00584
C 1.56722 1.20677 0.48412
C 0.15822 1.03519 1.02080
C -0.95456 0.84357 -0.00855
C -1.12063 -0.61621 -0.41519
C -2.06453 -1.38759 0.09721
N 0.09454 -1.23053 -0.99349
H 2.03936 2.18626 0.55106
H -0.03237 1.93801 1.60019
H 0.16780 0.20042 1.71756
H -1.91567 1.17966 0.37648
H -0.90392 1.49674 -0.89030
H -2.05450 -2.45856 -0.05621
H -2.89795 -0.94743 0.60103
H -0.02291 -2.24143 -1.02831
H 0.97335 -0.97377 -0.45802
H 0.26893 -0.88948 -1.93872
```

* SMILES: C=C([NH3+])CCC=O
* net charge: +1
* LUMO energy: -3.4783 eV

Here are the Mulliken charges for atoms 1 to 8, given in e: O -0.567; C 0.162; C -0.751; C -0.845; C 0.545; C -1.004; N -0.153; H 0.401

#C
Molecular formula: C5H10NO
Method: DFT, ωB97M-V with the def2-TZVPD basis set

Structure (XYZ):
```
17
Properties=species:S:1:pos:R:3
C 0.98493 -0.82386 0.08249
C 1.98812 -1.28056 -0.67077
C 0.35068 -0.51240 1.34484
C -0.09699 0.19869 -0.03504
C -1.54014 0.10157 -0.66498
N 0.51499 1.57179 -0.08910
O -2.33149 -0.83927 0.12317
H 2.00139 -1.24391 -1.72841
H 2.62463 -1.90630 -0.10402
H -0.26115 -1.15539 2.06434
H 0.89049 0.15791 2.05351
H -1.49178 -0.19625 -1.67328
H -2.06194 1.02872 -0.41364
H -0.30315 2.23466 -0.40314
H 1.22479 1.60063 -0.85924
H 0.89878 1.83436 0.91854
H -3.39216 -0.77039 0.05475
```

* SMILES: C=C1C[C@]1([NH3+])CO
* net charge: +1
* LUMO energy: -3.7615 eV

Here are the Mulliken charges for atoms 1 to 8, given in e: C 0.303; C -0.830; C -0.747; C 0.407; C -0.644; N -0.274; O -0.554; H 0.323

What are the relative energies? In hartree: #A 0.1315; #B 0.0000; #C 0.1069.

#A
Molecular formula: C5H10NO
Method: DFT, ωB97M-V with the def2-TZVPD basis set

Structure (XYZ):
```
17
Properties=species:S:1:pos:R:3
O 0.90246 1.76019 0.95381
C -0.28067 1.71584 0.76219
C -1.14411 0.31307 0.82409
C -0.27285 -1.07020 1.11059
C 0.39592 -1.55495 -0.06612
C 0.40890 -0.99295 -1.31174
N 0.95653 0.36565 -1.45800
H -0.78084 2.71214 0.60431
H -1.96225 0.33344 0.06798
H -1.65522 0.55630 1.80206
H -1.01046 -1.74477 1.53197
H 0.42729 -0.64650 1.89191
H 0.49387 -2.63834 -0.16421
H 0.34489 -1.46652 -2.27725
H 1.18811 0.77472 -0.51551
H 1.76361 0.51501 -2.06866
H 0.22482 1.06789 -1.68744
```

* SMILES: [NH3+]/C=C\CCC=O
* net charge: +1
* LUMO energy: -4.1272 eV

Here are the Mulliken charges for atoms 1 to 8, given in e: O -0.497; C -0.133; C -0.798; C -0.143; C -0.407; C -0.454; N -0.255; H 0.407

#B
Molecular formula: C5H10NO
Method: DFT, ωB97M-V with the def2-TZVPD basis set

Structure (XYZ):
```
17
Properties=species:S:1:pos:R:3
C 0.05013 0.02094 -0.62035
C -0.08881 0.94087 0.45113
C -0.15751 0.31588 1.63664
C -0.32826 2.39922 0.38177
C -0.06264 -2.06758 -1.62311
N 0.03799 -1.22344 -0.45843
O -0.44744 1.13543 2.65382
H 0.01202 0.23227 -1.69144
H 0.08117 -0.70962 1.83598
H -0.26948 2.78057 1.47198
H -1.24760 2.74903 0.01580
H 0.42020 2.96930 -0.15841
H 0.50083 -2.97617 -1.34939
H -1.18791 -2.21986 -2.00228
H 0.44122 -1.58545 -2.50766
H 0.08407 -1.86216 0.38858
H -0.58339 0.85930 3.53190
```

* SMILES: C/[NH+]=C/C(C)=C/O
* net charge: +1
* LUMO energy: -4.7739 eV

Here are the Mulliken charges for atoms 1 to 8, given in e: C 0.180; C 0.302; C -0.243; C -1.148; C -0.853; N -0.102; O -0.445; H 0.361

What are the relative energies? In hartree: #A 0.0361; #B 0.0000.

#A
Molecular formula: C5H10NO
Method: DFT, ωB97M-V with the def2-TZVPD basis set

Structure (XYZ):
```
17
Properties=species:S:1:pos:R:3
C -0.56024 0.70172 0.18684
C -0.47696 1.97928 -0.06667
C -0.67131 -0.09517 1.87654
C 0.21728 -1.47443 0.40115
C 0.69619 -0.20851 -1.72950
N -0.24699 -0.46677 -0.65152
O -0.64065 -1.42549 1.49286
H -0.02489 2.36876 -0.89776
H -0.63273 2.67411 0.76205
H 0.18426 0.39335 2.38952
H -1.51037 0.24967 2.47626
H 0.43701 -2.49720 0.04479
H 1.24724 -1.09636 0.82223
H 1.74679 -0.18025 -1.28474
H 0.79437 -0.82987 -2.59491
H 0.55083 0.81261 -2.26808
H -1.10983 -0.90546 -0.95905
```

* SMILES: C=C1COC[N@@H+]1C
* net charge: +1
* LUMO energy: -3.1234 eV

Here are the Mulliken charges for atoms 1 to 8, given in e: C 0.439; C -0.881; C -0.501; C -0.527; C -0.807; N 0.190; O -0.331; H 0.297

#B
Molecular formula: C5H10NO
Method: DFT, ωB97M-V with the def2-TZVPD basis set

Structure (XYZ):
```
17
Properties=species:S:1:pos:R:3
O -1.79013 -1.52820 0.92552
C -1.20301 -0.91673 1.74588
C -0.04186 0.02176 1.39718
C 0.94352 -0.23921 0.23239
C 0.53155 0.27597 -1.01387
C 1.05200 1.33093 -1.67317
N -0.80754 -0.32328 -1.26615
H -1.48531 -1.00609 2.84897
H 0.65201 0.08040 2.24215
H -0.39034 1.10322 1.48752
H 1.91844 0.29844 0.40608
H 1.36189 -1.22651 0.46978
H 0.52925 1.99433 -2.38439
H 2.09525 1.60189 -1.32862
H -0.79975 -0.95414 -2.19578
H -1.42726 0.46243 -1.47965
H -1.13869 -0.97521 -0.41384
```

* SMILES: C=C([NH3+])CCC=O
* net charge: +1
* LUMO energy: -3.3162 eV

Here are the Mulliken charges for atoms 1 to 8, given in e: O -0.520; C 0.222; C -0.811; C -0.762; C 0.465; C -0.844; N -0.242; H 0.346

#C
Molecular formula: C5H10NO
Method: DFT, ωB97M-V with the def2-TZVPD basis set

Structure (XYZ):
```
17
Properties=species:S:1:pos:R:3
C -0.48680 1.91332 -0.06190
C 0.03058 -0.30210 0.49181
C 1.55119 0.10318 0.30522
C 2.46526 -0.55600 -0.87725
C -2.35121 0.46746 0.19268
N -0.93101 0.77134 0.20321
O 1.53414 1.44954 0.13804
H -0.75204 3.00570 -0.15849
H -0.26538 -1.04654 -0.22979
H -0.20164 -0.62265 1.56982
H 2.05507 -0.03058 1.30313
H 2.90148 -1.62840 -0.79199
H 3.30027 0.06523 -0.95567
H 1.91708 -0.59925 -1.78969
H -2.77267 1.02636 -0.56804
H -2.92751 0.57237 1.11104
H -2.32419 -0.53217 -0.18308
```

* net charge: +1
* LUMO energy (spin up / spin down): -5.7474 / -5.7457 eV

Here are the Mulliken charges for atoms 1 to 8, given in e: C 0.252; C -0.754; C 0.509; C -1.291; C -0.886; N 0.006; O -0.502; H 0.424

What are the relative energies? In hartree: #A 0.0475; #B 0.0000; #C 0.1223.

#A
Molecular formula: C27H27N2O2
Method: DFT, ωB97M-V with the def2-TZVPD basis set

Structure (XYZ):
```
58
Properties=species:S:1:pos:R:3
H 0.02500 5.29218 1.46110
C -0.45206 6.31139 1.44807
H -1.23245 6.30089 2.22841
C 0.57031 7.33236 1.78249
C 1.04030 8.20393 0.85619
N 0.42485 8.36416 -0.36351
C 0.91571 9.29247 -1.31898
C 0.02147 10.11643 -2.01475
C 0.49761 11.05585 -2.91346
C 1.87528 11.05693 -3.26833
O 2.27098 11.96496 -4.20531
C 3.60999 11.85256 -4.74440
C 2.76381 10.14807 -2.62748
C 2.28513 9.33867 -1.60159
C -0.71179 7.63576 -0.64438
C -1.07226 6.57237 0.11263
C -1.97766 5.57878 -0.51988
N -2.31789 4.47971 0.23003
O -2.35433 5.72342 -1.68080
H 1.01650 7.29931 2.77632
H 1.89170 8.86296 1.04335
H -1.04449 10.02929 -1.80907
H -0.18386 11.77504 -3.36590
H 3.73084 12.69500 -5.42816
H 4.36535 11.90633 -3.94859
H 3.71800 10.90537 -5.29033
H 3.81673 10.06993 -2.91480
H 2.97086 8.68865 -1.05565
H -1.19245 7.89555 -1.58700
H -2.14111 4.38921 1.21748
H -2.83121 3.72789 -0.20856
C -2.46018 -1.08099 1.79110
C -1.59888 0.12889 1.93245
C -1.33761 0.90668 0.80057
C -0.55451 2.03577 0.88128
C 0.08185 2.40862 2.10479
C 1.06436 3.42717 2.02128
C 2.03185 3.78105 3.00760
C 2.75818 4.99575 2.83218
C 3.74992 5.36690 3.72320
C 4.02795 4.57584 4.84569
C 3.36072 3.35636 5.01404
C 2.40713 2.93351 4.09364
C -0.29700 1.67751 3.27333
C -1.04590 0.51519 3.15903
H -2.44058 -1.70369 2.68782
H -3.50172 -0.81870 1.56464
H -2.10507 -1.68833 0.95237
H -1.76269 0.60233 -0.15349
H -0.35774 2.63082 -0.01432
H 1.21941 3.83740 1.01271
H 2.53595 5.61140 1.95200
H 4.31953 6.27663 3.54545
H 4.77400 4.89155 5.57077
H 3.59532 2.71114 5.85973
H 1.99814 1.92178 4.14795
H 0.01665 2.02648 4.26006
H -1.22426 -0.10673 4.03803
```

* net charge: +1
* LUMO energy: -5.6378 eV

Here are the Mulliken charges for atoms 1 to 8, given in e: H -0.399; C 0.566; H 0.369; C -1.355; C -0.175; N 0.142; C 0.011; C -0.263

#B
Molecular formula: C27H27N2O2
Method: DFT, ωB97M-V with the def2-TZVPD basis set

Structure (XYZ):
```
58
Properties=species:S:1:pos:R:3
C 5.32754 -0.99431 1.35109
O 4.69321 0.19719 1.86674
C 3.34534 0.31521 1.73688
C 2.50715 -0.74726 1.31730
C 1.17965 -0.48396 1.02962
C 0.62170 0.79416 1.21495
C -0.76089 1.03945 0.89828
C -1.79253 0.18228 1.29566
C -3.21973 0.51731 1.28156
C -3.91219 1.70464 1.10769
C -5.29567 1.71645 1.36176
C -5.97860 0.55429 1.76174
C -5.29491 -0.66253 1.90315
C -3.92698 -0.64673 1.66453
N -2.98149 -1.64496 1.94421
C -3.28632 -2.99482 2.37742
C -1.72444 -1.15454 1.77305
C 1.46553 1.83284 1.70295
C 2.78995 1.59362 1.98912
H 6.38968 -0.82470 1.53530
H 4.98630 -1.89020 1.89293
H 5.13713 -1.11283 0.27212
H 2.90231 -1.75862 1.19711
H 0.55598 -1.28432 0.63078
H -1.04837 2.07223 0.69559
H -3.36700 2.60044 0.80473
H -5.85415 2.64566 1.24820
H -7.04503 0.59773 1.97649
H -5.78603 -1.58824 2.20129
H -4.36962 -3.12186 2.37143
H -2.82522 -3.72764 1.70194
H -2.90542 -3.18081 3.38999
H -0.85141 -1.74870 2.03191
H 1.04237 2.82686 1.86142
H 3.44913 2.36451 2.38327
C 3.38304 -3.15377 -2.19284
O 3.79735 -1.80144 -2.45909
C 2.86159 -0.82253 -2.61400
C 1.52539 -0.93979 -2.16390
C 0.71631 0.19751 -2.18628
C 1.21066 1.36973 -2.82570
N 0.20288 2.31330 -2.78951
C -0.89775 1.81789 -2.14967
C -2.12246 2.63059 -2.05339
C -0.58750 0.54053 -1.67387
C 2.49450 1.46761 -3.34422
C 3.34130 0.38075 -3.20516
H 4.29192 -3.74077 -2.33718
H 3.03606 -3.24842 -1.15462
H 2.59777 -3.49049 -2.88439
H 1.13292 -1.88549 -1.78124
H 0.26584 3.23691 -3.20173
H -2.84179 2.13891 -1.39406
H -1.88459 3.62775 -1.65115
H -2.58412 2.77083 -3.04459
H -1.29227 -0.18312 -1.28476
H 2.81101 2.38548 -3.83750
H 4.37494 0.40020 -3.54333
```

* net charge: +1
* LUMO energy: -4.4543 eV

Here are the Mulliken charges for atoms 1 to 8, given in e: C -0.647; O -0.449; C 0.767; C -0.869; C -0.024; C 0.642; C -0.303; C 1.235

What are the relative energies? In hartree: #A 0.0411; #B 0.0000.

#A
Molecular formula: C2H6OS
Method: DFT, ωB97M-V with the def2-TZVPD basis set

Structure (XYZ):
```
10
Properties=species:S:1:pos:R:3
S 4.05596 -1.53501 -0.83735
H 2.72885 -1.38563 -0.92919
H 4.24989 -0.95787 -2.02921
O -1.86991 0.70736 2.33740
C -1.57956 0.12554 1.33483
C -1.54791 0.83362 0.00510
H -1.40098 -0.96606 1.26104
H -0.77432 1.60816 0.02541
H -2.53041 1.21633 -0.23873
H -1.33160 0.35356 -0.92930
```

* SMILES: CC=O.S
* net charge: 0
* LUMO energy: 0.5345 eV

Here are the Mulliken charges for atoms 1 to 8, given in e: S -0.274; H 0.131; H 0.143; O -0.447; C 0.155; C -0.874; H 0.303; H 0.246

#B
Molecular formula: C2H6OS
Method: DFT, ωB97M-V with the def2-TZVPD basis set

Structure (XYZ):
```
10
Properties=species:S:1:pos:R:3
C -1.22308 -0.64966 -0.07911
C 0.35649 0.44910 0.35272
O 0.19320 1.72452 -0.15009
S 1.80233 -0.44949 -0.45413
H -1.49694 0.08697 -0.92740
H -1.93330 -0.62801 0.78067
H -0.84362 -1.65223 -0.41139
H 0.70022 0.44083 1.37884
H 0.10632 1.69307 -1.09605
H 2.33838 -1.01511 0.60594
```

* net charge: 0
* LUMO energy: 0.8260 eV

Here are the Mulliken charges for atoms 1 to 8, given in e: C -0.649; C -0.168; O -0.469; S -0.232; H 0.203; H 0.257; H 0.274; H 0.345

What are the relative energies? In hartree: #A 0.0000; #B 0.0429.